105
Properties=species:S:1:pos:R:3:forces:R:3:lowdin_charge:R:1 method="wB97M-V/def2-TZVPD" molar_mass_g_mol=900.81 energy_ha=-4054.9301 lumo_ev="-2.7825 / -6.7171" multiplicity=2 homo_lumo_gap_ha="0.224 / 0.079" s2=0.780
N -0.78118 -0.44313 0.89407 0.415 -0.260 -4.523 -0.283
S 0.14936 0.33234 1.76341 2.132 3.982 10.213 0.456
O -0.22512 1.72905 1.91502 0.730 -1.882 -1.078 -0.245
O 1.50216 -0.09106 1.95701 -1.132 0.254 -0.177 -0.225
F -0.55783 -0.19141 3.18817 0.295 -0.083 -0.080 -0.250
S 0.08451 0.18682 -0.44039 0.827 -1.584 -8.958 0.584
O 1.49316 -0.12001 -0.60906 -2.330 0.428 1.643 -0.199
O -0.38321 1.34586 -1.16192 -0.306 0.566 3.065 -0.269
F -0.58974 -0.78186 -1.47133 -0.467 -2.109 0.345 -0.162
C 0.94454 4.20833 -2.36627 0.314 3.862 -1.693 -0.782
O 1.42133 5.28033 -2.75922 -0.285 -0.319 0.054 0.007
N -0.31954 3.89861 -2.35858 -4.416 -0.272 -0.234 0.169
N 1.63197 3.23621 -1.89850 4.538 -2.527 2.146 0.193
H -0.52027 3.02601 -1.89126 -0.702 0.591 -0.619 0.044
H -1.00584 4.43822 -2.86642 0.245 -0.186 0.271 0.117
H 2.54423 3.56713 -1.61853 0.415 -0.711 0.241 0.106
H 1.23764 2.42892 -1.43710 0.378 0.429 -0.379 0.066
C 4.38322 -1.29868 4.73967 1.214 -2.724 1.518 -0.795
O 5.38211 -1.96331 4.90531 1.809 0.016 0.826 0.034
N 3.86360 -1.09816 3.60406 -3.568 2.226 -5.549 0.190
N 3.55385 -1.00556 5.75411 -0.073 0.218 2.702 0.144
H 4.18942 -1.26145 2.66210 0.622 -0.238 0.715 0.130
H 2.93018 -0.71354 3.63390 0.234 0.071 -0.518 0.068
H 2.69405 -0.47567 5.74592 0.587 0.054 -0.063 0.100
H 4.06032 -1.23026 6.59856 -0.749 0.396 0.428 0.109
C -1.51293 -3.51312 2.11395 0.144 0.141 -0.270 -0.575
O -1.64199 -4.63678 2.63306 -0.314 -0.549 0.796 0.221
N -1.15089 -3.34246 0.86364 -0.083 0.022 -0.303 0.222
N -1.75209 -2.41965 2.86201 -0.350 -0.873 1.091 0.340
H -1.09835 -2.37652 0.57332 0.353 -0.384 -0.869 0.057
H -1.13799 -4.18530 0.30725 0.298 0.351 -0.233 0.140
H -1.63913 -1.44788 2.61101 -0.084 0.013 -0.154 0.063
H -2.07288 -2.60629 3.80135 -0.376 0.199 0.668 0.126
C -4.42607 -0.03085 0.56110 -1.488 1.079 -0.929 -0.767
O -5.62683 -0.11520 0.39330 -0.054 1.237 0.276 0.069
N -3.68656 -1.08255 0.67634 2.101 -5.665 0.827 0.151
N -3.54994 0.98749 0.57567 -0.380 3.848 0.090 0.174
H -4.12965 -1.97003 0.48619 0.257 0.051 0.244 0.125
H -2.68509 -0.98683 0.76579 -0.539 -0.471 -0.299 0.029
H -3.86709 1.92744 0.38588 0.075 -0.147 0.067 0.127
H -2.55291 0.83403 0.62557 -0.436 0.253 -0.001 0.050
C -0.55325 0.09808 -6.08623 2.441 -0.382 2.145 -0.865
O 0.41653 0.28152 -6.71991 5.171 0.576 -3.078 0.075
N -1.70677 0.36362 -6.47095 -8.478 2.505 -3.241 0.194
N -0.55188 -0.36469 -4.85857 -0.122 -1.823 2.726 0.177
H -1.90156 0.85673 -7.33061 0.620 -0.380 -0.110 0.132
H -2.42283 0.57129 -5.78961 -0.254 -0.493 -0.031 0.069
H 0.24320 -0.14146 -4.27708 0.083 -0.241 0.517 0.059
H -1.47395 -0.64540 -4.55679 0.590 0.085 0.815 0.073
C 1.86182 4.44305 1.47062 3.505 -2.950 1.551 -0.738
O 2.75656 3.59747 1.67638 -1.092 -0.277 -0.260 -0.004
N 0.57117 4.28783 1.56921 -3.690 -0.867 0.133 0.174
N 2.15069 5.67813 1.24344 0.662 5.186 -1.077 0.176
H 0.12354 3.41937 1.82514 0.459 0.451 -0.244 0.050
H 0.02103 5.13242 1.50504 -0.239 -0.659 0.078 0.112
H 1.34488 6.27800 1.13897 0.656 0.371 -0.165 0.107
H 3.01802 6.16187 1.42735 0.016 -0.806 -0.210 0.133
C 2.81909 0.47477 -4.05489 -0.834 -1.263 -0.283 -0.760
O 1.80687 0.39484 -3.42479 -3.632 -0.059 1.554 0.026
N 3.71423 1.37176 -3.83187 3.880 2.469 0.492 0.203
N 3.12605 -0.39873 -5.01156 0.681 -1.546 -1.104 0.175
H 4.63011 1.01448 -4.06343 0.251 0.940 0.050 0.110
H 3.66777 2.03489 -3.07148 -0.145 -0.260 0.172 0.081
H 4.07776 -0.39278 -5.34966 -0.655 -0.125 -0.646 0.104
H 2.34531 -0.78742 -5.52093 0.323 -0.065 -0.235 0.096
C -4.07003 -0.56020 4.73285 3.180 -1.742 0.290 -0.826
O -3.47221 -1.50354 5.19351 0.426 -2.768 1.216 0.032
N -5.28122 -0.39216 4.41618 -6.463 -1.083 -0.155 0.196
N -3.42762 0.46362 4.30128 3.701 5.036 -1.986 0.168
H -5.90791 -1.17996 4.49819 -0.392 0.618 0.075 0.142
H -5.54506 0.56525 4.23216 -0.944 -0.736 0.004 0.134
H -2.42068 0.44910 4.22414 -0.253 0.131 0.246 0.096
H -3.94093 0.96050 3.58733 0.993 0.451 -0.055 0.104
C -2.48181 -3.16841 -3.21160 -0.070 0.640 -1.377 -0.811
O -3.49404 -3.09386 -3.83398 -2.281 -0.139 -1.521 0.081
N -1.26335 -3.01055 -3.66634 2.810 -0.206 -1.834 0.181
N -2.44644 -3.29284 -1.91857 -0.458 -0.821 5.094 0.150
H -1.08808 -3.04967 -4.66024 0.163 0.176 0.288 0.128
H -0.50548 -3.06610 -3.00103 0.180 0.125 -0.848 0.107
H -3.31096 -3.18071 -1.40854 0.413 -0.236 0.025 0.106
H -1.54582 -3.32975 -1.46291 -0.768 0.151 0.067 0.064
C -3.46351 0.36540 -3.40782 -1.421 0.714 -1.372 -0.761
O -3.97103 0.11556 -4.48393 0.093 0.184 -1.232 0.045
N -2.79340 1.47998 -3.12979 1.068 1.882 -0.544 0.187
N -3.66540 -0.36755 -2.35009 0.033 -2.064 2.840 0.192
H -2.40700 1.66237 -2.21462 -0.073 0.191 -0.500 0.070
H -2.78021 2.15593 -3.88014 0.424 0.059 0.434 0.122
H -2.96627 -0.22958 -1.63435 -0.574 -0.643 0.177 0.064
H -4.18376 -1.22895 -2.44704 0.359 0.038 -0.112 0.111
C 1.73112 -3.69872 4.06552 1.012 -1.552 -3.377 -0.739
O 2.05403 -4.19569 2.96712 -0.873 1.289 0.810 0.038
N 1.04604 -2.58403 4.28801 -1.871 2.631 -2.435 0.173
N 1.99192 -4.20231 5.20297 1.496 -2.880 4.932 0.192
H 0.62262 -2.30816 3.41353 -0.248 0.938 0.542 0.070
H 0.63981 -2.39171 5.19250 -0.192 0.234 -0.579 0.122
H 1.58799 -3.70841 5.98591 0.752 -0.753 0.288 0.116
H 2.59521 -4.99630 5.36339 -0.167 0.229 -0.199 0.143
C 4.77727 1.47044 -0.61871 3.513 4.656 -4.032 -0.732
O 4.71670 2.62203 -1.09975 0.217 -0.865 -0.312 -0.007
N 4.04019 1.13432 0.36012 -2.828 -2.416 3.760 0.183
N 5.74929 0.60055 -0.98510 0.153 -1.559 0.075 0.162
H 3.53990 0.26770 0.22314 -0.172 0.153 0.766 0.086
H 3.67551 1.91376 0.88888 -0.911 0.024 -0.053 0.082
H 6.50322 0.82371 -1.61905 -0.473 0.281 0.176 0.108
H 5.92407 -0.07975 -0.25933 0.397 -0.063 -0.431 0.097